Record 1
The following is a quantum chemistry calculation of one molecule with the formula C5H7NO, from the Open Molecules 2025 dataset.

Positions of all 14 atoms, in Å:
C -2.205 -0.692 -0.003
C -0.893 -0.044 -0.106
C -0.485 1.261 -0.037
C 0.958 1.273 -0.111
C 1.347 -0.045 -0.070
N 2.581 -0.738 -0.114
O 0.267 -0.882 -0.143
H -3.021 0.068 0.128
H -2.545 -1.170 -1.001
H -2.307 -1.367 0.844
H -1.062 2.143 0.009
H 1.606 2.116 -0.044
H 2.449 -1.712 0.154
H 3.309 -0.211 0.494

Orbital gap: 8.54 eV

In the natural (NBO) picture, each atom carries the following charge in e:
1. C -0.6601
2. C 0.2438
3. C -0.2789
4. C -0.3979
5. C 0.4643
6. N -0.8266
7. O -0.4502
8. H 0.2322
9. H 0.2223
10. H 0.2269
11. H 0.2229
12. H 0.2226
13. H 0.3911
14. H 0.3874

---

Record 2
The following is a quantum chemistry calculation of C4H5NO3 as an isolated structure, from the Open Molecules 2025 dataset.

Positions of all 13 atoms, in Å:
C -1.635 -0.082 -0.352
C -0.273 -0.022 0.267
C 0.447 1.234 0.485
C 1.987 -0.500 -0.627
H -2.420 -1.524 1.113
H 0.185 -1.042 0.694
H 1.040 1.133 1.353
H -0.213 1.995 0.192
H 1.621 -1.207 -1.485
N 0.873 0.432 -0.620
O -2.603 -1.070 -0.065
O -2.074 1.012 -0.811
O 3.066 -0.358 -0.145

Orbital gap: 9.89 eV

In the natural (NBO) picture, each atom carries the following charge in e:
1. C 0.7472
2. C -0.1996
3. C -0.2370
4. C 0.5376
5. H 0.4922
6. H 0.2114
7. H 0.2213
8. H 0.2570
9. H 0.1242
10. N -0.4182
11. O -0.6758
12. O -0.5451
13. O -0.5151